{"formula": "C25H36F6N2O3PPdTe", "method": "wB97M-V/def2-TZVPD", "elements": ["C", "C", "C", "O", "Pd", "C", "C", "C", "O", "C", "H", "H", "H", "H", "H", "C", "O", "F", "C", "H", "H", "F", "N", "C", "F", "H", "C", "H", "H", "H", "C", "F", "C", "C", "H", "C", "H", "H", "H", "H", "H", "C", "F", "C", "H", "C", "H", "H", "H", "H", "H", "N", "C", "H", "H", "H", "C", "H", "H", "H", "C", "H", "H", "H", "C", "H", "P", "C", "C", "H", "Te", "F", "C", "H", "H"], "xyz": [[3.6198, -0.7143, -4.8187], [2.8797, -0.5856, 2.1860], [-4.8733, 1.3103, 2.8583], [0.5855, -0.7135, 2.9322], [2.0678, 0.5920, -0.6998], [-3.6651, 1.4246, 3.5262], [4.9915, 1.8826, -0.0286], [5.8939, 3.0685, 0.1101], [3.8364, 1.9024, 0.3579], [-4.8623, 1.0342, 1.4928], [-3.6546, 1.6826, 4.5739], [6.6843, 3.0698, -0.6364], [6.0498, 0.8576, -1.5798], [-0.9245, -6.2722, -1.4676], [-0.3696, 1.6997, 2.8746], [-2.4484, 1.2250, 2.8778], [3.0582, -0.1594, -2.5642], [0.2665, 1.8804, -1.9716], [-1.6556, -4.4084, -0.7314], [2.3208, 1.5034, -5.1466], [1.8524, 1.8234, -3.5181], [0.5569, 4.0088, -2.6943], [0.9736, -0.0921, 0.8230], [-6.1774, 1.5541, 3.5447], [2.2555, 2.8933, -1.6139], [4.8306, -0.1292, -0.7277], [-1.8428, -5.8547, -1.0591], [-5.7983, 1.0103, 0.9513], [-0.8593, 0.5398, 4.1150], [-0.9176, -3.8713, -2.6623], [-1.1576, 1.4452, 3.5880], [-0.8415, 3.5700, -0.8879], [-2.4840, 0.8267, 1.5484], [5.5993, 0.6425, -0.6135], [-1.3720, -1.4764, 2.6444], [-1.3035, -1.7148, -0.0834], [-2.3492, -4.6144, 1.2717], [-3.1019, -1.6835, 2.2978], [-6.0624, 1.5682, 4.6243], [2.8596, -1.0515, -5.5205], [-6.8995, 0.7871, 3.2718], [-1.1628, -3.5124, -1.6737], [0.8673, 2.5793, 0.2031], [-1.9593, -3.9299, 0.5317], [-1.2443, 2.2483, 4.3147], [1.3800, -0.4786, 2.0388], [6.3901, 0.2808, 0.0431], [4.3752, -0.1634, -5.3734], [6.3611, 3.0187, 1.0949], [5.3187, 3.9907, 0.0628], [-2.1580, -3.0299, 2.9362], [2.3133, 1.2142, -4.1836], [-2.1254, -2.1679, 2.2736], [-4.6810, 0.7804, -1.0701], [-3.3603, -0.3845, -0.9508], [-1.0634, -0.3599, -2.5466], [-0.4230, -1.2370, -2.4042], [-0.3322, -1.7485, -3.3607], [0.5843, -0.8880, -2.1031], [3.3316, -0.9513, 1.2542], [-3.6796, 0.6232, -0.6743], [-3.0169, 1.3623, -1.1393], [4.0882, -1.5818, -4.3626], [3.1060, -1.2611, 3.0072], [-1.7855, -2.5950, 0.8843], [-2.6284, -5.9856, -1.8018], [0.6941, 3.3724, -1.2500], [2.9836, 0.1475, -3.7628], [-0.9804, -2.1727, -1.3689], [-2.1223, -6.4184, -0.1727], [-0.8564, 0.3578, 0.2295], [1.2048, 4.6941, -0.5809], [-3.6779, 0.8097, 0.8141], [3.2750, 0.4067, 2.4149], [-6.5777, 2.5186, 3.2318]], "lowdin_charge": [0.020, 0.007, -0.247, 0.033, 0.995, 0.015, -0.462, 0.009, 0.000, 0.003, 0.128, 0.090, 0.096, 0.088, 0.066, -0.280, -0.079, -0.324, -0.248, 0.132, 0.077, -0.101, -0.333, -0.035, -0.220, 0.057, -0.035, 0.129, 0.084, 0.124, -0.037, -0.122, -0.303, -0.009, 0.043, -0.288, 0.124, 0.092, 0.081, 0.094, 0.087, 0.000, -0.272, 0.008, 0.095, -0.637, 0.104, 0.095, 0.105, 0.098, 0.094, 0.220, -0.035, 0.096, 0.070, 0.067, -0.086, 0.091, 0.039, 0.070, -0.079, 0.069, 0.091, 0.095, -0.257, 0.091, 0.200, -0.540, -0.305, 0.080, 1.986, -0.073, -0.309, 0.088, 0.094], "homo_lumo_gap_ev": [5.926, 6.134], "charge": 1, "relative_energy_kcal_mol": 19.9, "lumo_ev": [-5.55, -5.33], "energy_ev": -71997.4717}